{"formula": "C24H38N5O3S", "method": "ωB97M-V/def2-TZVPD", "symbols": ["C", "C", "C", "C", "S", "C", "O", "O", "C", "O", "C", "C", "N", "H", "H", "H", "H", "H", "H", "H", "H", "H", "H", "H", "H", "H", "H", "H", "H", "H", "H", "N", "C", "C", "C", "C", "H", "H", "H", "H", "H", "N", "C", "C", "C", "C", "H", "H", "H", "H", "H", "N", "C", "C", "C", "C", "H", "H", "H", "H", "H", "N", "C", "C", "C", "C", "H", "H", "H", "H", "H"], "positions_angstrom": [[2.442, 2.570, -0.728], [2.426, 1.187, -0.044], [3.652, 0.361, -0.434], [3.825, -0.976, 0.316], [2.280, -1.821, 0.773], [1.384, -2.076, -0.743], [2.742, -3.119, 1.202], [1.537, -1.019, 1.687], [4.675, -0.854, 1.607], [5.972, -1.368, 1.442], [6.641, -0.979, 0.268], [5.890, -1.467, -0.988], [4.544, -1.966, -0.570], [2.442, 3.387, -0.012], [3.344, 2.683, -1.334], [1.587, 2.657, -1.393], [1.518, 0.679, -0.365], [2.367, 1.301, 1.037], [3.648, 0.206, -1.517], [4.529, 0.975, -0.208], [1.599, -3.095, -1.062], [0.326, -1.993, -0.499], [1.663, -1.366, -1.521], [4.667, 0.191, 1.925], [4.220, -1.443, 2.402], [6.823, 0.098, 0.224], [7.609, -1.473, 0.299], [6.415, -2.311, -1.433], [5.788, -0.705, -1.753], [3.969, -2.236, -1.368], [4.673, -2.815, -0.004], [-2.007, 1.254, 0.091], [-1.263, 0.306, 0.744], [-1.969, -0.098, 1.845], [-3.191, 0.626, 1.854], [-3.182, 1.451, 0.761], [-1.737, 1.732, -0.749], [-0.299, 0.007, 0.384], [-1.641, -0.830, 2.563], [-3.982, 0.551, 2.581], [-3.910, 2.158, 0.401], [-6.710, 3.628, 0.264], [-7.460, 4.397, -0.584], [-8.119, 3.556, -1.439], [-7.755, 2.227, -1.093], [-6.884, 2.304, -0.040], [-6.127, 3.982, 0.999], [-7.464, 5.470, -0.504], [-8.792, 3.859, -2.223], [-8.096, 1.319, -1.562], [-6.383, 1.533, 0.520], [-1.093, -3.362, 3.477], [-0.336, -4.298, 4.127], [-1.041, -4.718, 5.222], [-2.273, -4.007, 5.233], [-2.275, -3.179, 4.143], [-0.822, -2.880, 2.641], [0.634, -4.584, 3.757], [-0.713, -5.453, 5.938], [-3.064, -4.095, 5.957], [-3.013, -2.481, 3.787], [-0.480, 2.317, -5.539], [-1.554, 1.875, -4.819], [-1.082, 1.087, -3.804], [0.335, 1.059, -3.922], [0.676, 1.828, -5.004], [-0.535, 2.911, -6.346], [-2.557, 2.154, -5.088], [-1.687, 0.586, -3.066], [1.025, 0.529, -3.283], [1.633, 2.066, -5.433]], "homo_energy_ev": -9.632, "energy_ev": -49923.7119, "charge": 1, "gap_ev": 6.384}

***

{"formula": "C24H38N7O11", "method": "ωB97M-V/def2-TZVPD", "symbols": ["N", "O", "O", "O", "C", "C", "C", "C", "C", "C", "N", "O", "O", "H", "H", "H", "H", "H", "C", "C", "C", "C", "C", "C", "N", "O", "O", "H", "H", "H", "H", "H", "C", "O", "N", "C", "C", "H", "H", "H", "H", "H", "H", "H", "C", "O", "N", "C", "C", "H", "H", "H", "H", "H", "H", "H", "C", "O", "N", "C", "C", "H", "H", "H", "H", "H", "H", "H", "C", "O", "N", "C", "C", "H", "H", "H", "H", "H", "H", "H"], "positions_angstrom": [[0.118, -0.012, 0.250], [-0.374, -0.813, -0.617], [0.687, 1.073, -0.116], [0.499, -0.455, 1.275], [-3.668, 0.230, -2.417], [-2.456, 0.006, -3.117], [-2.371, -1.206, -4.134], [-3.646, -1.969, -4.586], [-4.956, -1.590, -3.779], [-4.860, -0.511, -2.702], [-3.569, -3.008, -5.637], [-2.484, -3.113, -6.261], [-4.629, -3.500, -6.016], [-3.802, 1.029, -1.650], [-1.674, 0.693, -2.853], [-1.379, -1.319, -4.724], [-5.888, -2.163, -3.961], [-5.686, -0.262, -2.340], [-2.793, -2.435, 0.586], [-4.107, -3.118, 0.041], [-4.757, -4.316, 0.766], [-3.898, -4.846, 2.062], [-2.646, -4.143, 2.499], [-2.094, -2.926, 1.712], [-4.444, -6.008, 2.798], [-3.598, -6.586, 3.585], [-5.626, -6.388, 2.592], [-2.524, -1.567, 0.245], [-4.771, -2.909, -0.876], [-5.603, -4.792, 0.590], [-2.302, -4.491, 3.371], [-1.249, -2.524, 2.243], [6.172, 1.072, 2.179], [6.028, 2.107, 2.854], [5.140, 0.444, 1.488], [5.375, -0.757, 0.620], [3.684, 0.806, 1.715], [7.129, 0.739, 1.888], [6.034, -1.562, 1.059], [5.854, -0.673, -0.292], [4.385, -1.069, 0.524], [3.325, 0.326, 2.466], [3.190, 1.043, 0.868], [3.639, 1.699, 2.376], [-0.619, 4.093, -1.876], [-0.112, 3.817, -3.045], [-1.451, 5.253, -1.670], [-1.935, 5.664, -0.376], [-1.598, 6.116, -2.816], [-0.423, 3.473, -0.911], [-1.556, 6.528, -0.134], [-1.979, 4.906, 0.334], [-2.833, 6.075, -0.448], [-2.448, 6.855, -2.653], [-1.817, 5.456, -3.661], [-0.870, 6.708, -2.959], [2.071, 6.025, 2.818], [2.857, 6.901, 3.220], [2.434, 5.305, 1.654], [1.461, 4.393, 1.072], [3.680, 5.334, 1.019], [1.078, 5.737, 3.207], [1.431, 4.264, 0.016], [0.471, 4.557, 1.256], [1.355, 3.444, 1.532], [3.836, 6.412, 0.716], [3.871, 4.708, -0.059], [4.425, 5.220, 1.514], [3.594, -4.835, 0.255], [4.037, -3.794, -0.302], [2.608, -4.838, 1.157], [1.957, -6.048, 1.722], [2.098, -3.526, 1.591], [3.745, -5.738, 0.054], [1.679, -5.866, 2.791], [2.576, -6.863, 1.554], [1.100, -6.632, 1.216], [1.467, -3.010, 1.052], [2.851, -2.750, 1.957], [1.534, -3.555, 2.668]], "homo_energy_ev": -5.736, "de_lowest_kcal_mol": 117.1, "energy_ev": -58434.6888, "charge": -1, "gap_ev": 6.512}

***

{"formula": "C24H38N9O3ReSSi", "method": "ωB97M-V/def2-TZVPD", "symbols": ["Re", "N", "C", "C", "C", "C", "N", "C", "N", "N", "C", "O", "O", "H", "H", "H", "H", "H", "H", "H", "H", "H", "H", "H", "H", "H", "H", "C", "Si", "C", "C", "N", "C", "C", "C", "C", "C", "C", "O", "C", "C", "C", "C", "C", "C", "H", "H", "H", "H", "H", "H", "H", "H", "H", "H", "H", "H", "H", "H", "H", "H", "H", "H", "C", "C", "N", "N", "C", "S", "N", "N", "H", "H", "H", "H", "H", "H"], "positions_angstrom": [[0.644, 0.424, 0.332], [-1.476, 1.250, 0.191], [-2.092, 0.744, -1.074], [-3.606, 0.752, -1.105], [-4.287, -0.229, -0.134], [-5.458, -0.937, -0.799], [-4.955, -1.806, -1.867], [-5.705, -2.660, -2.556], [-7.006, -2.765, -2.306], [-5.148, -3.425, -3.497], [-1.524, -0.636, -1.362], [-2.147, -1.476, -1.961], [-0.286, -0.820, -0.929], [-2.003, 0.915, 0.995], [-1.512, 2.267, 0.227], [-1.723, 1.381, -1.882], [-3.886, 0.519, -2.133], [-3.954, 1.771, -0.923], [-4.673, 0.293, 0.742], [-3.585, -0.989, 0.226], [-6.146, -0.194, -1.212], [-5.996, -1.529, -0.057], [-3.964, -1.756, -2.077], [-7.461, -2.189, -1.621], [-7.579, -3.424, -2.805], [-4.174, -3.328, -3.728], [-5.709, -4.003, -4.099], [3.649, 2.105, -2.737], [2.887, 0.511, -2.222], [4.005, -0.969, -2.277], [1.344, 0.237, -3.203], [2.392, 0.734, -0.434], [3.347, 1.317, 0.451], [4.733, 1.298, 0.284], [5.545, 1.928, 1.209], [4.995, 2.589, 2.304], [3.621, 2.612, 2.496], [2.850, 1.964, 1.565], [1.437, 1.857, 1.643], [0.668, 2.866, 2.333], [-0.074, 2.481, 3.425], [-0.832, 3.457, 4.068], [-0.822, 4.766, 3.607], [-0.057, 5.115, 2.497], [0.703, 4.154, 1.843], [4.090, 1.962, -3.731], [4.438, 2.460, -2.076], [2.892, 2.888, -2.826], [3.516, -1.799, -2.796], [4.323, -1.313, -1.289], [4.912, -0.731, -2.843], [1.612, 0.329, -4.262], [0.586, 0.999, -2.998], [0.908, -0.753, -3.061], [5.176, 0.780, -0.558], [6.619, 1.906, 1.078], [5.640, 3.081, 3.021], [3.175, 3.117, 3.344], [-0.039, 1.462, 3.793], [-1.411, 3.191, 4.944], [-1.400, 5.524, 4.121], [-0.048, 6.136, 2.139], [1.317, 4.406, 0.984], [2.360, -5.226, 1.121], [1.364, -4.323, 1.744], [0.515, -4.631, 2.669], [-0.164, -3.467, 2.914], [0.236, -2.450, 2.176], [-0.366, -0.843, 2.254], [1.217, -2.974, 1.418], [1.956, -2.216, 0.516], [2.213, -6.229, 1.516], [3.379, -4.912, 1.359], [2.247, -5.252, 0.036], [-0.872, -3.452, 3.633], [2.946, -2.388, 0.656], [1.682, -2.455, -0.432]], "homo_energy_ev": [-16.044, -16.203], "de_lowest_kcal_mol": 0.0, "s2": 3.81, "energy_ev": -65880.3195, "spin_multiplicity": 4, "charge": 3, "gap_ev": [7.012, 6.875]}